1.
Entry from the OMol25 dataset: a molecular structure, C46H55IN6O4PbSeSi4Te at a distorted geometry (ωB97M-V with the def2-TZVPD basis set).

```
119
Properties=species:S:1:pos:R:3
Pb 1.576 -1.407 -1.009
O 5.571 -4.081 2.763
C 4.686 -4.955 2.613
O 4.418 -5.937 3.289
C 3.866 -4.727 1.368
C 4.504 -3.961 0.371
C 3.817 -3.544 -0.744
N 2.491 -3.796 -0.855
C 1.883 -4.520 0.116
C 2.543 -5.051 1.241
C 0.438 -4.736 -0.171
C -0.200 -5.867 0.372
C -1.591 -5.968 0.285
C -2.334 -4.884 -0.221
C -1.600 -3.786 -0.704
N -0.263 -3.756 -0.723
C 4.454 -2.828 -1.827
C 5.833 -3.089 -2.182
C 6.405 -2.335 -3.211
C 5.613 -1.470 -4.000
C 4.266 -1.389 -3.658
N 3.722 -1.974 -2.579
H 5.553 -3.607 0.437
H 2.043 -5.787 1.889
H 0.340 -6.674 0.770
H -2.085 -6.888 0.528
H -3.390 -4.753 -0.306
H -2.167 -2.981 -1.120
H 6.427 -3.949 -1.785
H 7.447 -2.409 -3.552
H 6.080 -0.900 -4.821
H 3.592 -0.708 -4.156
Se -2.253 3.903 0.192
C -2.737 5.543 -0.420
N -3.057 6.643 -0.772
I 0.481 2.165 1.921
C 2.289 1.127 1.891
C 3.474 1.871 1.930
C 4.643 1.126 2.202
C 4.517 -0.226 2.447
C 3.293 -0.846 2.256
N 2.146 -0.239 1.869
H 3.472 2.925 1.715
H 5.585 1.656 2.295
H 5.305 -0.925 2.790
H 3.174 -1.938 2.314
C 6.394 6.270 -5.206
C 5.744 5.742 -3.925
C 6.165 6.366 -2.713
C 5.606 5.968 -1.529
C 4.673 4.904 -1.557
C 4.109 4.402 -2.749
N 3.064 3.505 -2.572
C 1.886 3.465 -3.289
C 1.283 4.561 -3.943
C 0.296 4.403 -4.879
C -0.190 3.157 -5.218
C 0.298 2.031 -4.537
C 1.289 2.177 -3.553
C 1.714 0.998 -2.725
O 0.891 -0.019 -2.864
O 2.697 1.038 -1.894
C 4.772 4.694 -3.967
C 4.479 3.915 -5.169
H 6.992 7.165 -4.993
H 5.645 6.613 -5.909
H 6.984 5.514 -5.640
H 6.962 7.059 -2.763
H 5.832 6.458 -0.597
H 4.360 4.434 -0.617
H 3.218 2.690 -2.025
H 1.785 5.549 -3.815
H 0.011 5.276 -5.505
H -0.948 3.046 -6.007
H -0.120 1.060 -4.787
H 4.847 2.872 -5.023
H 5.052 4.307 -5.998
H 3.418 3.943 -5.486
C -5.607 1.741 0.446
Si -5.587 -0.207 0.620
C -4.223 -0.959 -0.506
C -7.401 -0.729 0.249
Si -5.062 -0.968 2.767
Te -2.666 -0.446 2.939
Si -5.450 -3.108 3.451
C -4.437 -4.529 2.742
C -7.275 -3.313 3.168
C -5.135 -3.183 5.353
Si -5.109 0.758 4.463
C -3.802 0.723 5.815
C -6.739 0.423 5.390
C -5.098 2.453 3.694
H -5.695 1.991 -0.573
H -4.604 2.054 0.800
H -6.468 2.161 0.971
H -4.552 -0.991 -1.590
H -4.195 -2.056 -0.232
H -3.261 -0.527 -0.414
H -7.621 -1.817 0.520
H -7.466 -0.627 -0.814
H -8.099 -0.021 0.678
H -4.885 -4.872 1.763
H -4.361 -5.371 3.414
H -3.384 -4.222 2.573
H -7.698 -3.874 4.059
H -7.631 -3.818 2.261
H -7.802 -2.344 3.249
H -4.107 -2.999 5.660
H -5.475 -4.197 5.704
H -5.724 -2.394 5.826
H -3.624 -0.343 6.125
H -4.077 1.272 6.699
H -2.764 1.045 5.510
H -6.888 1.306 6.003
H -6.584 -0.361 6.190
H -7.707 0.258 4.848
H -4.399 2.617 2.879
H -4.722 3.166 4.438
H -6.094 2.675 3.269
```

## Properties
Kohn-Sham gap in eV: 3.40
Net charge: -2
LUMO level in eV: 2.3
F_max in eV Å⁻¹: 3.69
E_tot in eV: -183226.8954
HOMO in eV: -1.08

These are the Mulliken partial charges, in e, on atoms 1 to 8:
1 Pb 1.399
2 O -0.698
3 C 0.252
4 O -0.734
5 C 0.039
6 C -0.588
7 C 0.869
8 N -0.588


2.
Entry from the OMol25 dataset: 2 unconnected molecules or ions with the total composition C7H9N2O at a distorted geometry (ωB97M-V with the def2-TZVPD basis set).

```
19
Properties=species:S:1:pos:R:3
C 3.434 -0.620 -0.583
C 3.268 -0.019 0.610
C 2.320 -0.741 -1.432
C 2.021 0.473 1.029
C -0.461 0.281 0.355
C -1.021 -0.304 -0.747
C 1.103 -0.377 -0.888
N 0.955 0.215 0.249
N -4.257 0.559 0.356
O -2.269 -0.347 -1.119
H 4.407 -1.075 -0.893
H 4.148 0.015 1.239
H 2.402 -1.418 -2.344
H 1.807 0.956 1.977
H -0.874 0.850 1.104
H -5.016 0.143 -0.129
H -4.097 0.167 1.325
H -4.647 1.458 0.535
H -3.223 -0.214 -0.643
```

## Properties
Kohn-Sham gap in eV: 8.34
Net charge: +1
LUMO level in eV: -4.3
F_max in eV Å⁻¹: 4.72
E_tot in eV: -12420.9205
HOMO in eV: -12.63

These are the Mulliken partial charges, in e, on atoms 1 to 8:
1 C 0.029
2 C -0.651
3 C -0.715
4 C 0.064
5 C -0.416
6 C 0.193
7 C 0.365
8 N 0.163


3.
Entry from the OMol25 dataset: a molecular structure, C27H37BFN11O4PtSi at a distorted geometry (ωB97M-V with the def2-TZVPD basis set).

```
83
Properties=species:S:1:pos:R:3
Pt -0.491 0.014 0.225
C 2.586 -1.431 1.390
C 2.151 -0.065 1.801
C 2.960 0.850 2.466
C 2.252 2.038 2.524
C 2.677 3.367 3.036
N 1.065 1.826 1.951
N 0.980 0.544 1.549
B -0.086 2.786 1.624
N -0.174 3.025 0.123
N -0.623 2.041 -0.684
C -0.667 2.518 -1.923
C -1.137 1.715 -3.083
C -0.208 3.840 -1.917
C 0.100 4.123 -0.602
C 0.651 5.372 -0.010
N -1.382 2.058 2.087
N -1.770 0.872 1.568
C -2.951 0.529 2.073
C -3.701 -0.695 1.688
C -3.340 1.525 2.963
C -2.329 2.477 2.941
C -2.235 3.763 3.683
H 3.657 -1.402 1.196
H 2.401 -2.166 2.174
H 2.110 -1.746 0.465
H 3.962 0.671 2.814
H 3.633 3.274 3.546
H 2.797 4.065 2.208
H 1.948 3.782 3.732
H 0.048 3.805 2.213
H -0.341 1.077 -3.469
H -1.969 1.076 -2.800
H -1.470 2.371 -3.885
H -0.126 4.505 -2.758
H 0.749 6.132 -0.782
H 0.007 5.762 0.779
H 1.638 5.189 0.415
H -3.348 -1.080 0.732
H -3.594 -1.479 2.439
H -4.759 -0.456 1.596
H -4.251 1.553 3.533
H -3.080 3.850 4.363
H -1.315 3.816 4.262
H -2.252 4.610 2.999
C -3.133 -3.314 -0.339
Si -1.485 -3.374 0.594
C -1.773 -4.405 2.158
C -0.188 -4.247 -0.469
C -0.634 -1.820 1.260
H -3.094 -4.010 -1.179
H -3.410 -2.348 -0.755
H -3.951 -3.639 0.306
H -2.159 -5.390 1.890
H -2.493 -3.944 2.836
H -0.844 -4.557 2.711
H -0.655 -4.885 -1.220
H 0.453 -4.881 0.146
H 0.450 -3.536 -0.999
H 0.381 -2.201 1.353
H -0.944 -1.565 2.278
F 0.836 -2.032 -5.383
C 1.718 -2.100 -4.381
C 2.158 -0.995 -3.769
N 3.086 -1.034 -2.759
C 3.418 0.189 -2.063
C 2.262 0.695 -1.168
O 2.423 1.789 -0.633
O 1.277 -0.099 -1.098
C 3.537 -2.233 -2.248
O 4.284 -2.321 -1.294
N 3.073 -3.350 -2.913
C 2.188 -3.422 -3.987
O 1.880 -4.477 -4.488
H 1.804 -0.013 -4.050
H 3.702 0.964 -2.775
H 4.274 -0.011 -1.422
H 3.420 -4.232 -2.564
N -1.068 -1.087 -1.454
C -1.755 -1.303 -2.389
N -2.349 -1.527 -3.471
C -3.311 -2.412 -3.640
N -4.151 -3.170 -3.872
```

## Properties
Kohn-Sham gap in eV: 7.29
Net charge: 0
LUMO level in eV: -1.5
F_max in eV Å⁻¹: 2.64
E_tot in eV: -67702.0734
HOMO in eV: -8.77

These are the Mulliken partial charges, in e, on atoms 1 to 8:
1 Pt 3.081
2 C -1.658
3 C 0.870
4 C -1.557
5 C 1.212
6 C -1.412
7 N 1.246
8 N -0.635


4.
Entry from the OMol25 dataset: a molecular structure, C25H23ClLuOP at a distorted geometry (ωB97M-V with the def2-TZVPD basis set).

```
52
Properties=species:S:1:pos:R:3
C -0.846 -1.492 3.457
C -0.717 -2.134 2.188
C 0.679 -2.352 1.964
H -1.525 -2.418 1.539
C 1.376 -1.835 3.086
C 0.435 -1.331 4.026
H 0.665 -0.841 4.955
H -1.770 -1.135 3.879
H 1.125 -2.826 1.107
H 2.446 -1.784 3.188
Lu 0.279 -0.200 2.025
Cl 2.200 1.171 2.175
P 0.291 0.114 -0.235
C 1.526 -0.928 -1.109
C 1.228 -1.633 -2.274
H 0.228 -1.610 -2.681
C 2.211 -2.370 -2.919
H 1.964 -2.917 -3.819
C 3.502 -2.404 -2.415
H 4.268 -2.978 -2.920
C 3.809 -1.690 -1.264
H 4.816 -1.702 -0.870
C 2.829 -0.959 -0.612
H 3.072 -0.397 0.278
C -1.313 -0.354 -0.976
C -1.773 -1.668 -0.890
H -1.140 -2.438 -0.471
C -3.032 -2.004 -1.360
H -3.372 -3.029 -1.300
C -3.854 -1.027 -1.908
H -4.839 -1.287 -2.270
C -3.406 0.283 -1.984
H -4.043 1.050 -2.404
C -2.142 0.621 -1.523
H -1.803 1.644 -1.581
C 0.615 1.780 -0.929
C 1.125 1.900 -2.222
H 1.371 1.018 -2.795
C 1.329 3.152 -2.780
H 1.727 3.233 -3.782
C 1.031 4.295 -2.050
H 1.194 5.273 -2.485
C 0.528 4.179 -0.763
H 0.300 5.065 -0.186
C 0.322 2.928 -0.200
H -0.068 2.844 0.800
C -2.468 1.280 3.708
C -1.179 1.525 2.984
O -0.807 2.684 2.907
H -3.168 0.717 3.057
H -2.944 2.244 3.990
H -2.284 0.744 4.661
```

## Properties
Kohn-Sham gap in eV: 6.62
Net charge: 0
LUMO level in eV: -0.2
F_max in eV Å⁻¹: 9.36
E_tot in eV: -83775.9813
HOMO in eV: -6.77

These are the Mulliken partial charges, in e, on atoms 1 to 8:
1 C -0.661
2 C -0.511
3 C -0.355
4 H 0.724
5 C -0.803
6 C -0.414
7 H 0.411
8 H 0.634